A 12-piece molecular cluster, C76H152F6N11O10 overall. Source: the OMol25 dataset; level of theory: the ωB97M-V functional and the def2-TZVPD basis.

Summary:
Charge: +5
Lowest unoccupied orbital energy (eV): -9.5697
Orbital gap (eV): 1.99
Strongest force on any atom (eV/A): 7.9

CARTESIAN COORDINATES (ANGSTROEM)
1 C -4.3561 9.1447 0.6154
2 C -3.8354 7.9964 1.6318
3 C -3.9540 8.5535 3.0790
4 N -3.6557 7.5047 4.2009
5 C -2.2771 6.9896 4.1050
6 C -3.8673 8.1584 5.5140
7 C -4.3331 7.0537 6.4990
8 C -4.5656 5.8563 5.5827
9 C -4.7266 6.3758 4.1823
10 H -3.8024 10.0052 0.7062
11 H -5.3903 9.4236 0.9691
12 H -4.4881 8.8407 -0.4224
13 H -2.7586 7.8179 1.3604
14 H -4.3679 7.0512 1.6328
15 H -4.9116 8.8823 3.3461
16 H -3.2400 9.3747 3.3485
17 H -1.6780 7.7453 3.5441
18 H -2.2739 5.9711 3.6761
19 H -1.8814 6.8987 5.0571
20 H -2.9765 8.7184 5.8613
21 H -4.6789 8.8589 5.4299
22 H -3.5299 6.8418 7.2497
23 H -5.2688 7.3180 6.9732
24 H -3.7574 5.1402 5.6390
25 H -5.5004 5.3609 5.8126
26 H -4.3719 5.6846 3.4052
27 H -5.7162 6.7499 3.8839
28 C -0.7957 -2.3385 8.2938
29 C 0.6775 -2.6701 7.9646
30 C 1.2512 -1.3951 7.2733
31 N 2.7199 -1.2847 7.0923
32 C 3.2190 -2.4116 6.2774
33 C 3.4779 -1.2809 8.4270
34 C 4.8923 -0.6379 8.0202
35 C 4.6309 0.1456 6.6718
36 C 3.1252 0.0539 6.4880
37 H -1.1552 -3.2399 8.8121
38 H -1.3911 -2.0791 7.4092
39 H -0.8869 -1.5383 9.0112
40 H 0.8033 -3.5753 7.3486
41 H 1.1820 -2.8164 8.8642
42 H 0.8861 -0.5304 7.8546
43 H 0.8004 -1.3089 6.3426
44 H 4.2163 -2.1729 5.9634
45 H 2.6256 -2.4177 5.3449
46 H 3.1893 -3.3495 6.8009
47 H 3.5832 -2.2957 8.7826
48 H 3.1110 -0.5466 9.1164
49 H 5.6107 -1.4452 7.9197
50 H 5.2643 -0.1033 8.9195
51 H 5.2369 -0.2998 5.8832
52 H 4.9188 1.1659 6.8339
53 H 2.7453 0.0707 5.4817
54 H 2.6037 0.8059 7.0660
55 C 1.7664 -4.4625 -3.5646
56 C 0.8287 -4.5912 -2.3512
57 C 1.2713 -5.4891 -1.2240
58 N 0.2754 -5.9456 -0.2281
59 C -0.7855 -6.8397 -0.8912
60 C -0.4015 -4.7601 0.3883
61 C -0.9365 -5.2335 1.7196
62 C 0.0636 -6.3143 2.1557
63 C 0.9137 -6.6109 0.9267
64 H 1.7285 -5.3940 -4.1182
65 H 2.7833 -4.2654 -3.2351
66 H 1.5021 -3.5942 -4.1580
67 H -0.2211 -4.9587 -2.6288
68 H 0.6604 -3.5734 -1.9194
69 H 2.1110 -5.0375 -0.7181
70 H 1.6525 -6.4295 -1.6988
71 H -1.3201 -6.1965 -1.6228
72 H -1.3962 -7.1841 -0.0692
73 H -0.1990 -7.6065 -1.4248
74 H -1.1543 -4.3640 -0.3680
75 H 0.3880 -3.9955 0.5377
76 H -1.9837 -5.5292 1.6496
77 H -0.8830 -4.4002 2.3836
78 H -0.3993 -7.2406 2.5293
79 H 0.6495 -5.9382 2.9502
80 H 1.0042 -7.7165 0.6672
81 H 1.9199 -6.2067 0.9188
82 C -7.3867 -3.2507 -2.9753
83 C -6.7256 -2.6374 -4.2433
84 C -5.3659 -3.2751 -4.4284
85 N -4.4528 -2.4706 -5.3242
86 C -5.0627 -2.3889 -6.6943
87 C -4.2001 -1.1254 -4.7879
88 C -2.8173 -0.7140 -5.3903
89 C -2.0583 -2.0064 -5.4296
90 C -3.0215 -3.1662 -5.3807
91 H -7.4619 -4.3511 -3.0784
92 H -8.4301 -2.8922 -2.8614
93 H -6.7337 -3.1484 -2.1217
94 H -6.6276 -1.5649 -3.9745
95 H -7.3789 -2.6072 -5.1371
96 H -5.5418 -4.2667 -4.8689
97 H -4.9388 -3.3530 -3.4554
98 H -5.3376 -3.3720 -7.0786
99 H -4.3893 -1.9517 -7.3716
100 H -5.9506 -1.7538 -6.6006
101 H -4.9899 -0.3275 -5.0642
102 H -4.1479 -1.2236 -3.6701
103 H -3.0254 -0.1999 -6.3034
104 H -2.3221 -0.0353 -4.7167
105 H -1.3781 -2.1667 -6.2739
106 H -1.4029 -2.1054 -4.5553
107 H -2.9963 -3.8341 -6.2402
108 H -2.9364 -3.5840 -4.4044
109 C -10.7013 -1.2774 0.0387
110 C -9.7915 -2.4652 0.4161
111 C -8.4502 -2.0608 1.0564
112 N -7.6254 -3.1654 1.5963
113 C -7.1848 -4.1597 0.6354
114 C -8.4298 -3.7532 2.7718
115 C -7.4813 -3.5699 3.9967
116 C -6.1217 -3.4083 3.4336
117 C -6.3859 -2.5773 2.2543
118 H -11.3066 -0.9345 0.9226
119 H -11.4309 -1.5974 -0.6680
120 H -10.1713 -0.3818 -0.2485
121 H -9.6697 -3.1251 -0.4988
122 H -10.3310 -3.1096 1.1092
123 H -8.6744 -1.4403 1.8940
124 H -7.9366 -1.4704 0.2769
125 H -8.1032 -4.6092 0.2416
126 H -6.7155 -4.8530 1.2634
127 H -6.5203 -3.7021 -0.0621
128 H -8.7290 -4.7583 2.4628
129 H -9.3270 -3.1852 2.8512
130 H -7.6009 -4.4328 4.6493
131 H -7.7457 -2.6473 4.5450
132 H -5.6740 -4.3441 3.0685
133 H -5.3741 -2.8987 4.0226
134 H -5.6266 -2.5018 1.5148
135 H -6.5833 -1.5512 2.6111
136 C 3.7997 1.0003 2.7551
137 C 2.6788 0.0400 2.5015
138 C 1.7627 0.6511 1.4299
139 N 0.6227 -0.3272 1.0163
140 C 1.1039 -1.3587 0.0887
141 C -0.2216 -0.8339 2.2546
142 C -1.4588 -1.3882 1.5813
143 C -1.6615 -0.6386 0.2349
144 C -0.4775 0.3666 0.2435
145 H 3.3353 1.9439 2.8416
146 H 4.3831 0.9981 1.7969
147 H 4.4949 0.7410 3.6297
148 H 2.0180 -0.1151 3.3919
149 H 3.0300 -0.9453 2.2123
150 H 2.3767 0.9601 0.5509
151 H 1.2568 1.5451 1.8462
152 H 0.3900 -2.1823 -0.1262
153 H 1.9202 -1.8778 0.5288
154 H 1.3630 -0.9091 -0.8660
155 H 0.4306 -1.6328 2.7094
156 H -0.3964 0.0980 2.8412
157 H -1.3983 -2.4607 1.5260
158 H -2.2857 -1.2106 2.2647
159 H -1.5824 -1.2984 -0.6659
160 H -2.6037 -0.0801 0.0740
161 H -0.0842 0.6361 -0.7534
162 H -0.7359 1.2555 0.8394
163 C 2.7672 10.6495 -3.5125
164 C 3.1296 10.6701 -4.7896
165 C 4.0598 9.6780 -5.4281
166 N 3.7143 9.4405 -6.8912
167 C 3.7767 10.6534 -7.7222
168 C 2.5715 8.4879 -7.1542
169 C 3.0618 7.1416 -7.0545
170 C 4.5994 7.2317 -7.0582
171 C 4.8746 8.5988 -7.4213
172 H 3.0550 9.8087 -2.7869
173 H 1.5084 10.3872 -3.8019
174 H 2.4574 11.5117 -2.9650
175 H 7.0551 16.5802 -5.0038
176 H 2.7069 11.4326 -5.4486
177 H 4.2529 8.6908 -4.9530
178 H 5.1954 10.2006 -5.1326
179 H 4.7489 10.9761 -7.9340
180 H 3.3008 11.5266 -7.3225
181 H 3.4003 10.4617 -8.7182
182 H 2.1399 8.7599 -8.1506
183 H 1.7980 8.7061 -6.3614
184 H 2.7248 6.2986 -7.8692
185 H 2.6600 6.3406 -6.2217
186 H 5.1163 6.3910 -7.6066
187 H 5.0593 6.9401 -6.0706
188 H 4.7939 8.6188 -8.4735
189 H 5.8429 9.1307 -7.3546
190 C 5.2948 -2.4409 0.9124
191 N 5.8982 -2.9701 -0.3403
192 C 6.0532 -2.1708 -1.4162
193 C 6.9284 -2.8232 -2.3883
194 C 7.1090 -4.2019 -2.4177
195 C 6.6706 -5.0053 -1.3246
196 C 6.0861 -4.3419 -0.3267
197 C 7.8531 -4.7905 -3.5595
198 C 7.6302 -4.4835 -4.8700
199 C 8.3756 -5.0315 -5.8720
200 N 9.3201 -5.9977 -5.6285
201 C 9.4926 -6.3771 -4.3987
202 C 8.7992 -5.7567 -3.3441
203 C 10.0714 -6.6412 -6.7056
204 H 4.2685 -2.2262 0.8011
205 H 5.9742 -1.6442 1.1938
206 H 5.3432 -3.2463 1.6263
207 H 6.1120 -1.1077 -1.1465
208 H 7.2034 -2.2826 -3.2460
209 H 6.6721 -6.0656 -1.2710
210 H 5.7787 -4.8139 0.5857
211 H 6.8373 -3.7732 -5.1109
212 H 8.2274 -4.7561 -6.9327
213 H 10.2943 -7.0654 -4.1446
214 H 8.9175 -6.0386 -2.2905
215 H 9.8517 -7.6879 -6.7967
216 H 11.1492 -6.4901 -6.6084
217 H 9.7211 -6.1072 -7.6035
218 N 2.8724 -3.8057 2.5963
219 O 3.6727 -3.4289 3.4605
220 O 3.2595 -4.5626 1.6676
221 O 1.6769 -3.5117 2.7123
222 N -3.5416 -3.3995 -1.0157
223 O -4.5048 -2.7009 -1.4246
224 O -3.6954 -4.1975 -0.1173
225 O -2.4806 -3.3399 -1.5874
226 C 3.8074 -1.0856 -2.6793
227 O 3.0920 -1.4572 -3.8364
228 O 4.5570 -2.2037 -2.1759
229 C 4.6785 0.1791 -2.9288
230 F 3.9494 1.0783 -3.6219
231 F 4.8382 0.7398 -1.6963
232 F 5.8389 -0.0429 -3.5269
233 C 3.7343 -1.6060 -5.0946
234 C 2.7650 -1.6354 -6.2671
235 H 2.0836 -0.8127 -6.2203
236 H 3.3437 -1.6748 -7.1217
237 H 2.2427 -2.5901 -6.2163
238 H 4.3708 -2.4659 -5.1444
239 H 4.4181 -0.7462 -5.2194
240 H 3.0485 -0.8115 -2.0405
241 C -1.7845 2.5155 3.5622
242 O -1.4968 3.9089 3.8426
243 O -0.9829 1.9996 2.6536
244 C -1.6971 1.6220 4.9524
245 F -2.0134 0.3523 4.6996
246 F -0.3952 1.5614 5.4285
247 F -2.4462 2.1479 5.9364
248 C -0.1177 4.2909 4.0749
249 C 0.2715 4.2816 5.5900
250 H -0.1147 5.2157 6.0045
251 H -0.2644 3.5855 6.2397
252 H 1.4170 4.1650 5.6550
253 H 0.0804 5.2650 3.6874
254 H 0.5840 3.5979 3.5104
255 H -2.8767 2.4288 3.2676

Cartesian forces, eV/Å:
C -2.892 -2.951 1.735
C 0.980 1.937 -0.245
C 2.529 -0.699 0.413
N -1.628 0.916 -1.402
C 0.021 -0.128 -2.175
C -0.083 0.361 1.467
C 1.328 -0.123 -0.193
C -1.051 -0.705 0.126
C 1.913 0.289 -0.700
H 1.629 1.832 0.080
H 0.861 -0.216 -0.428
H 0.417 -0.211 0.161
H -0.974 -0.106 0.488
H -0.249 0.033 -0.639
H -1.570 0.524 -0.107
H -0.551 -0.539 -0.695
H -0.359 -0.851 0.313
H 0.156 0.641 -0.205
H 0.776 -0.147 1.943
H -0.395 -0.425 -0.482
H -0.229 0.436 -0.330
H -0.970 0.151 -0.469
H 0.118 0.306 0.325
H 0.168 -0.233 -0.081
H 0.008 -0.420 0.428
H -0.328 0.014 0.321
H 0.413 0.297 0.419
C 0.407 -1.326 -0.005
C -0.380 1.539 -1.759
C -0.442 -0.280 2.064
N 0.371 0.243 1.781
C -0.499 0.691 -1.521
C 2.120 0.969 -1.760
C -0.868 -1.035 0.620
C 0.224 -0.649 1.626
C -0.056 -0.855 0.143
H -0.502 0.352 -0.421
H 0.095 -0.311 0.212
H 0.183 0.397 0.169
H -0.238 0.411 0.119
H 0.905 -0.418 1.628
H 0.529 -0.203 -0.106
H -0.657 0.201 -2.028
H 0.550 -0.191 0.025
H 0.205 -0.378 0.487
H -0.178 -0.230 0.235
H -0.277 0.021 0.336
H -1.184 -0.187 0.332
H 0.133 -0.035 -0.449
H -0.334 0.294 -0.927
H -0.255 0.189 -0.104
H 0.184 0.557 -0.303
H 0.012 0.077 -0.502
H -0.081 0.169 0.137
C -0.226 -0.437 1.066
C -2.521 1.021 0.302
C 1.645 -1.682 -1.484
N -1.444 0.719 -0.880
C 1.377 1.202 -0.328
C -0.635 1.242 -1.227
C -0.108 -0.113 -0.454
C -0.795 -0.938 -0.422
C 0.920 -2.167 -0.629
H 0.150 0.013 -0.409
H 0.218 -0.109 0.108
H -0.277 -0.141 -0.211
H 1.408 0.753 -0.202
H 0.031 -0.602 -0.378
H 0.167 0.104 0.542
H -0.081 0.538 0.461
H 0.048 -0.672 0.726
H -0.331 -0.353 -0.247
H -0.640 0.000 0.426
H 0.814 -0.439 1.188
H -0.305 -0.644 0.093
H 0.123 -0.262 -0.021
H -0.080 0.506 0.651
H -0.074 0.397 -0.209
H 0.865 0.373 0.703
H -0.155 1.315 0.458
H 0.058 0.071 0.720
C -0.642 -1.197 -1.353
C -0.786 1.350 0.984
C -1.166 0.001 -1.042
N 0.098 -1.641 -0.725
C -0.998 -0.190 0.863
C 0.296 2.142 0.837
C -1.369 -0.151 1.213
C 1.753 -0.897 -0.577
C -1.804 1.488 -0.009
H -0.142 0.340 -0.195
H 0.792 0.025 0.254
H -0.072 0.680 0.286
H 0.268 -0.400 -0.240
H 0.300 -0.603 0.497
H 0.554 0.203 0.001
H 0.793 -0.058 0.579
H 0.046 -0.003 0.328
H 1.006 0.680 -0.765
H 0.205 -0.265 -0.215
H 1.018 -1.726 0.420
H -0.053 0.083 -0.956
H 0.355 0.071 -0.878
H 0.032 0.476 0.117
H -0.200 0.523 -0.076
H -0.210 0.253 -0.063
H -0.127 -0.159 0.368
H -0.025 -1.103 0.396
C -0.131 0.154 2.262
C -0.070 -1.117 -0.823
C -1.046 0.481 -2.168
N -0.414 1.990 1.444
C -1.771 -0.177 -0.017
C 1.278 -0.185 -0.185
C -1.585 -0.539 0.615
C 1.427 -1.152 -0.801
C -0.663 1.641 -0.477
H 0.600 -0.442 -0.574
H -0.323 -0.009 -0.809
H 0.280 0.067 -0.620
H 0.286 0.863 0.912
H -0.192 0.007 0.032
H 0.008 0.689 0.551
H 0.442 -0.345 0.581
H 0.510 -0.010 -0.436
H 1.089 -1.454 0.226
H 0.378 0.049 -0.668
H 0.362 -0.056 0.494
H -0.540 0.361 0.279
H 0.084 0.184 0.236
H -0.140 -0.518 -0.169
H -0.106 -0.044 0.507
H 0.008 -0.069 0.615
H 0.769 -0.145 -0.652
H -0.400 -0.327 -0.413
C 1.748 -1.289 -0.386
C -1.723 -0.623 0.576
C -0.443 -0.341 0.018
N -0.609 1.217 -0.120
C -0.140 -1.365 0.002
C 2.150 -0.490 -0.814
C -0.934 0.522 0.460
C 0.821 0.159 -0.979
C -0.263 0.675 -0.018
H 0.027 1.447 0.538
H -0.001 0.277 0.976
H -1.136 0.441 -1.294
H 0.672 0.109 -0.451
H 0.101 -0.178 -0.034
H -0.741 -0.459 0.237
H 0.029 -0.503 -0.266
H -0.056 1.045 0.346
H 1.025 -0.270 0.273
H 0.136 0.139 0.138
H -0.854 0.911 -0.067
H 0.101 -0.685 -0.331
H 0.042 -0.431 -0.578
H -0.226 0.154 -0.007
H -0.075 0.246 0.917
H 0.414 -0.358 0.620
H -0.254 -0.081 0.450
H -0.011 -0.183 -0.255
C -5.111 -2.877 4.825
C 2.445 -0.400 -5.483
C 1.544 1.930 1.914
N 3.305 -0.588 -0.207
C -1.439 0.740 -0.712
C -3.327 2.957 0.815
C 0.035 -7.900 -0.062
C 1.436 -3.929 2.621
C 1.143 1.648 -1.602
H -0.027 1.277 -1.313
H 1.929 0.049 1.292
H 0.544 1.085 0.296
H -0.090 -0.142 0.005
H 0.275 -0.230 0.296
H -0.941 0.558 -0.129
H -2.362 -1.336 -2.068
H 1.887 0.047 0.355
H -0.670 0.027 0.385
H -0.567 -0.308 -0.011
H 0.471 -0.184 0.887
H 0.590 -0.029 -0.989
H 0.680 2.952 0.874
H 0.970 2.941 -0.963
H -0.708 1.425 -0.443
H -0.834 0.702 -0.308
H -0.677 0.318 -1.554
H -0.435 -0.594 1.184
C 2.044 -0.731 -0.779
N -0.678 -1.735 2.564
C -0.814 -0.024 -1.204
C -0.463 -1.785 -0.185
C 0.051 1.774 -0.119
C -0.115 0.399 -0.601
C -0.208 1.394 0.254
C -0.135 -0.396 1.104
C -0.813 1.273 -1.391
C 0.287 -0.466 -1.396
N -1.055 0.909 -0.809
C 0.449 0.289 3.540
C 0.533 -1.214 0.669
C -0.007 1.243 -1.384
H -1.050 0.783 -0.357
H -0.527 0.516 0.445
H 0.075 0.100 0.438
H 0.487 -0.486 -0.305
H 0.597 0.843 -0.789
H 0.419 -0.692 -0.206
H -0.257 -0.201 0.124
H 0.338 -0.151 -0.187
H 0.141 -0.268 0.818
H -0.259 -0.194 -0.405
H 0.566 -0.263 -0.663
H -0.258 -0.418 0.186
H -0.228 0.067 0.236
H 0.464 -0.566 0.075
N 0.713 -1.258 0.475
O 0.460 0.387 -0.136
O -0.222 0.550 -0.087
O -1.065 0.448 -0.450
N -2.005 0.091 -0.612
O -0.340 0.475 0.225
O -0.563 -1.048 2.008
O 2.754 0.576 -1.752
C 2.832 -2.261 -2.282
O -0.596 -0.130 0.122
O -0.473 1.338 -0.400
C -2.006 -0.320 0.929
F 0.624 -0.092 -0.226
F 0.887 0.041 -0.329
F 0.139 0.404 0.277
C 0.910 1.658 -0.097
C -0.491 -1.123 2.736
H -0.384 0.498 -0.239
H 1.020 0.296 -2.000
H -0.432 0.088 -0.100
H 0.309 -0.896 0.327
H -0.277 -0.254 -0.191
H -1.533 0.750 1.769
C 0.837 -1.480 -0.077
O 0.029 0.643 0.529
O -0.150 -0.075 0.419
C 1.453 2.085 -1.463
F -0.706 -0.275 0.342
F -0.832 -0.251 -0.209
F -0.057 -0.711 0.002
C 0.502 -2.935 0.644
C 0.463 0.556 -0.517
H 0.766 0.428 0.090
H 0.468 -0.430 -0.627
H -1.854 0.393 0.302
H -0.343 0.811 -0.422
H -1.059 0.592 0.520
H 0.566 0.697 0.538